9
Properties=species:S:1:pos:R:3:lowdin_charge:R:1 method="wB97M-V/def2-TZVPD" molar_mass_g_mol=85.1 homo_lumo_gap_ev="8.9 / 8.9" total_energy_ha=-313.5335 homo_energy_ev="-9.08 / -9.08" e_above_lowest_kj_mol=329.3
N -0.60 1.48 -0.56 0.055
N -1.10 -0.77 -0.48 0.022
N -0.65 0.29 0.13 -0.151
N -0.33 -1.71 0.05 0.016
N 1.72 -0.66 0.95 0.173
C 0.57 -0.86 0.59 -0.364
H -0.94 2.24 0.00 0.085
H -1.05 1.42 -1.47 0.087
H 2.37 -1.43 0.80 0.078